DFT (ωB97M-V/def2-TZVPD) results for a single C4H4O molecule.

Geometry as XYZ:
```
9
Properties=species:S:1:pos:R:3:nbo_charge:R:1
C -1.630 -0.456 0.105 0.1618
C -1.370 0.774 0.293 -0.2165
C -0.186 -0.157 -0.599 0.1810
C 0.831 0.152 0.352 -0.6834
O -0.806 -1.415 -0.434 -0.4245
H -0.073 0.086 -1.617 0.2220
H 0.588 0.203 1.524 0.2726
H 0.975 1.292 0.241 0.2570
H 1.672 -0.478 0.135 0.2299
```

Computed properties:
**E_HOMO**: -9.8 eV
**Net charge**: 0
**Frontier orbital gap**: 0.3614 hartree
**Largest force on an atom**: 4.94 eV/A
**Electronic energy**: -229.8025 Eh



DFT (ωB97M-V/def2-TZVPD) results for a molecular structure, C4H4O.

Geometry as XYZ:
```
9
Properties=species:S:1:pos:R:3:nbo_charge:R:1
C -2.388 -0.463 -0.047 -0.3655
C -1.578 0.366 0.147 0.2217
C 1.410 -0.338 -0.378 -0.4134
C 1.049 0.750 0.287 0.1030
O -0.047 1.449 0.113 -0.4279
H -3.134 -1.273 0.040 0.2562
H 2.434 -0.703 -0.220 0.2139
H 0.731 -0.860 -1.157 0.2218
H 1.522 1.072 1.215 0.1901
```

Computed properties:
**E_HOMO (alpha / beta)**: -9.7 / -9.7 eV
**Net charge**: 0
**Frontier orbital gap (alpha / beta)**: 0.3109 / 0.3110 hartree
**Largest force on an atom**: 7.81 eV/A
**Electronic energy**: -229.8073 Eh



DFT (ωB97M-V/def2-TZVPD) results for a single C4H4O molecule.

Geometry as XYZ:
```
9
Properties=species:S:1:pos:R:3:nbo_charge:R:1
C -1.007 0.227 -0.701 -0.0828
C -0.425 -1.051 -0.148 -0.3346
C -0.518 0.196 0.702 -0.3200
C 0.849 -0.387 0.234 0.2685
O 1.961 0.016 -0.356 -0.6598
H -0.276 0.737 -1.397 0.1689
H -0.560 -2.057 -0.388 0.2389
H -0.640 0.578 1.663 0.2391
H 2.084 0.959 -0.199 0.4818
```

Computed properties:
**E_HOMO (alpha / beta)**: -6.8 / -10.2 eV
**Net charge**: 0
**Frontier orbital gap (alpha / beta)**: 0.2820 / 0.3357 hartree
**Largest force on an atom**: 4.90 eV/A
**Electronic energy**: -229.7617 Eh
**Spin multiplicity**: 3



DFT (ωB97M-V/def2-TZVPD) results for a single C4H4O2 molecule.

Geometry as XYZ:
```
10
Properties=species:S:1:pos:R:3:nbo_charge:R:1
C 2.619 0.292 -0.306 -0.2071
C 1.559 -0.187 0.042 -0.0211
C 0.308 -0.794 0.430 -0.5881
C -0.949 -0.077 0.000 0.7997
O -1.953 -0.620 -0.456 -0.5922
O -0.982 1.260 0.219 -0.6762
H 3.612 0.563 -0.632 0.2431
H 0.243 -0.820 1.536 0.2676
H 0.279 -1.824 0.067 0.2708
H -1.874 1.560 -0.061 0.5035
```

Computed properties:
**SMILES string**: C#CCC(=O)O
**E_HOMO**: -10.2 eV
**Net charge**: 0
**Frontier orbital gap**: 0.4019 hartree
**Largest force on an atom**: 2.84 eV/A
**Electronic energy**: -305.2442 Eh